Entry 1:
Entry from OMol25: a 3-piece molecular cluster, C19H40Cl2N2O7S overall at a distorted geometry (wB97M-V/def2-TZVPD).

HOMO-LUMO gap ... 9.206 eV
Total charge ... 0
Spin multiplicity ... 1
HOMO energy ... -9.212 eV
Structure (SMILES) ... C[C@H](Cl)C[C@@H]1C(=O)O[C@@H](Cl)[C@H]1CCCCS(=O)(=O)O.COC[C@@H](C)N.COC[C@@H](C)N
LUMO level ... -0.006 eV

```
71
C19H40Cl2N2O7S (wB97M-V/def2-TZVPD)
C -8.14 2.76 2.87
C -7.72 4.09 3.78
Cl -9.13 5.27 4.05
C -6.52 4.85 2.96
C -5.08 4.35 3.56
C -4.08 5.64 3.84
O -4.38 6.56 4.77
O -2.96 5.55 2.87
C -3.56 4.88 1.68
Cl -2.56 4.75 0.12
C -4.35 3.57 2.27
C -3.50 2.36 3.00
C -2.44 1.78 1.89
C -1.92 0.23 2.19
C -0.97 -0.16 0.87
S -0.22 -1.87 0.98
O 0.86 -1.90 2.10
O -1.24 -3.03 1.12
O 0.66 -2.12 -0.50
H -8.16 2.99 1.70
H -7.26 1.98 3.03
H -9.15 2.27 3.20
H -7.29 3.72 4.80
H -6.63 4.54 1.83
H -6.64 6.02 3.00
H -5.05 3.81 4.61
H -4.38 5.69 1.37
H -5.06 2.98 1.55
H -4.16 1.44 3.35
H -3.00 2.79 3.97
H -1.54 2.53 1.85
H -3.00 1.77 0.85
H -2.84 -0.51 2.31
H -1.27 0.29 3.18
H -1.61 0.05 -0.09
H -0.11 0.67 0.88
H 0.54 -1.29 -1.09
C 4.63 0.60 -4.56
O 4.56 -0.62 -3.84
C 5.16 -0.59 -2.54
C 4.30 0.09 -1.45
C 4.26 1.62 -1.56
N 2.93 -0.42 -1.46
H 5.57 1.13 -4.37
H 3.77 1.23 -4.30
H 4.57 0.38 -5.62
H 5.30 -1.64 -2.26
H 6.17 -0.15 -2.60
H 4.75 -0.15 -0.48
H 3.58 1.97 -2.34
H 3.91 2.05 -0.62
H 5.26 2.02 -1.76
H 2.95 -1.42 -1.27
H 2.58 -0.36 -2.42
C 2.95 -7.25 -2.66
O 3.93 -7.01 -1.66
C 5.07 -6.26 -2.13
C 4.83 -4.74 -2.26
C 3.99 -4.36 -3.48
N 4.20 -4.19 -1.06
H 3.39 -7.43 -3.64
H 2.24 -6.42 -2.70
H 2.39 -8.15 -2.37
H 5.84 -6.41 -1.37
H 5.46 -6.70 -3.05
H 5.81 -4.27 -2.39
H 2.92 -4.53 -3.33
H 4.11 -3.29 -3.70
H 4.30 -4.91 -4.37
H 4.82 -4.35 -0.26
H 3.38 -4.76 -0.84
```

---

Entry 2:
Entry from OMol25: C18H39InN2O10PS as an isolated structure at a distorted geometry (wB97M-V/def2-TZVPD).

HOMO-LUMO gap ... 5.094 eV
Total charge ... -1
Spin multiplicity ... 1
HOMO energy ... -3.404 eV
LUMO level ... 1.690 eV

```
72
C18H39InN2O10PS (wB97M-V/def2-TZVPD)
N 2.26 -1.53 3.91
P 0.85 -0.81 3.74
In -0.92 -2.61 3.27
C -3.02 -1.88 3.53
O -3.10 -0.48 3.42
O -4.50 -0.08 3.27
N -0.68 -4.14 4.84
C 0.02 -5.02 4.49
S 0.91 -6.30 4.07
H 2.92 -1.18 3.22
H 0.88 0.15 2.69
H 0.54 -0.07 4.93
H -0.63 -3.32 1.72
H -3.46 -2.23 4.47
H -3.60 -2.34 2.72
H -4.87 -0.28 4.14
O -2.70 -4.78 1.52
C -3.35 -5.00 0.55
O -3.04 -6.09 -0.21
C -3.88 -6.55 -1.26
C -3.57 -5.87 -2.58
C -4.42 -4.05 0.07
H -4.94 -6.46 -0.99
H -3.67 -7.62 -1.34
H -3.76 -4.80 -2.53
H -4.18 -6.29 -3.38
H -2.52 -6.00 -2.83
H -3.97 -3.30 -0.58
H -4.83 -3.55 0.94
H -5.24 -4.53 -0.46
O 4.02 -0.86 1.56
C 4.19 0.25 1.14
O 3.85 1.30 1.93
C 4.20 2.64 1.61
C 3.18 3.30 0.71
C 4.67 0.52 -0.27
H 5.21 2.69 1.18
H 4.24 3.15 2.57
H 3.11 2.80 -0.26
H 3.43 4.35 0.54
H 2.19 3.25 1.17
H 3.81 0.58 -0.94
H 5.29 -0.31 -0.58
H 5.26 1.43 -0.37
O 3.11 1.96 -2.94
C 4.05 2.33 -3.58
O 5.29 2.12 -3.08
C 6.48 2.31 -3.85
C 6.97 3.74 -3.78
C 3.89 3.10 -4.87
H 6.33 1.97 -4.88
H 7.21 1.65 -3.40
H 6.25 4.44 -4.22
H 7.92 3.84 -4.32
H 7.13 4.04 -2.75
H 3.83 4.16 -4.63
H 2.96 2.79 -5.33
H 4.69 2.94 -5.58
O -5.90 3.00 -2.27
C -5.26 3.12 -1.25
O -4.19 2.34 -1.07
C -3.24 2.57 -0.01
C -3.64 1.88 1.28
C -5.70 4.05 -0.14
H -3.07 3.64 0.13
H -2.31 2.15 -0.38
H -4.58 2.28 1.67
H -2.87 2.02 2.04
H -3.78 0.82 1.12
H -6.37 3.51 0.52
H -6.25 4.88 -0.59
H -4.88 4.46 0.44
```

---

Entry 3:
Entry from OMol25: one molecule with the formula C3H4OS2 at a distorted geometry (wB97M-V/def2-TZVPD).

HOMO-LUMO gap ... 7.819 eV
Total charge ... 0
Spin multiplicity ... 1
HOMO energy ... -9.036 eV
Structure (SMILES) ... CC(=S)C(=O)S
LUMO level ... -1.216 eV

```
10
C3H4OS2 (wB97M-V/def2-TZVPD)
C -1.30 0.83 -0.07
C -0.59 -0.58 -0.01
S -1.11 -2.10 0.00
C 0.94 -0.15 0.06
O 1.28 0.96 0.02
S 2.21 -1.43 -0.05
H -2.41 0.60 -0.39
H -1.53 1.08 1.05
H -0.75 1.46 -0.79
H 3.25 -0.68 0.19
```